# 1
Molecular formula: C74H97B7F28N11O6
Method: DFT, ωB97M-V with the def2-TZVPD basis set

XYZ file:
```
223
Properties=species:S:1:pos:R:3
N 24.693 14.467 20.721
C 26.047 18.508 17.820
O 23.962 15.919 15.247
H 21.358 23.300 17.138
H 26.631 22.244 21.113
H 19.814 20.773 6.794
C 13.994 15.701 17.943
H 21.098 17.907 17.508
C 23.055 21.200 11.788
O 14.117 14.532 14.414
H 18.301 17.554 14.250
H 15.324 17.412 14.141
C 12.174 14.579 16.844
C 16.877 22.744 17.505
C 19.497 16.259 18.909
C 21.363 11.769 13.200
H 21.244 9.904 15.945
C 25.586 20.753 9.665
H 13.764 17.096 14.564
H 24.614 15.390 17.467
C 19.719 22.057 19.848
F 19.450 23.784 14.296
C 16.509 22.134 11.986
H 25.196 19.893 10.227
F 21.431 19.201 20.243
F 26.854 22.701 15.107
H 20.530 17.123 14.160
H 23.037 13.221 21.424
H 22.356 23.703 13.312
O 21.757 22.405 8.754
C 15.096 15.275 14.712
F 28.182 24.167 16.270
N 23.957 22.179 11.177
H 18.903 12.260 9.907
H 11.728 15.491 17.172
H 28.518 20.153 14.704
C 24.510 22.112 18.636
C 23.930 22.153 20.993
C 20.578 12.480 12.338
H 26.578 21.104 10.028
H 15.655 15.233 8.345
C 13.823 23.542 9.818
H 15.619 16.521 9.459
H 25.596 21.490 12.371
H 24.440 22.317 21.960
B 17.491 19.015 16.767
H 14.056 21.090 9.290
C 18.546 19.949 11.342
C 16.268 15.781 9.013
N 14.835 22.617 10.363
C 15.655 13.567 17.415
C 15.507 20.379 10.595
H 13.662 24.367 10.493
H 15.701 24.116 11.432
H 24.717 14.558 12.815
N 19.448 18.423 12.771
H 23.718 13.625 19.160
C 27.598 16.827 17.176
C 16.326 20.816 11.611
C 23.165 22.282 18.362
H 16.204 12.644 17.281
H 21.198 18.596 13.737
B 21.577 12.114 18.280
B 20.304 15.884 10.032
F 19.163 16.628 9.862
H 24.515 20.207 7.897
N 20.221 16.180 17.802
F 13.079 18.840 11.005
C 20.672 17.793 13.314
C 18.466 14.825 16.873
F 25.858 24.163 16.605
H 17.222 22.440 12.768
H 26.431 20.644 20.349
H 27.136 16.780 20.866
F 12.285 21.072 11.038
H 14.943 17.272 15.898
H 25.700 15.312 22.323
C 17.633 15.153 17.947
H 20.474 22.368 6.831
H 16.354 19.034 13.678
C 21.447 16.923 17.591
C 18.351 13.382 11.738
H 25.934 20.124 16.414
H 23.708 24.372 10.801
H 26.857 22.036 19.332
C 24.425 15.609 12.957
H 21.859 22.473 21.546
C 26.407 19.207 16.655
B 26.978 23.415 16.289
C 20.551 23.049 17.826
F 22.135 12.581 17.075
F 22.976 17.603 20.655
C 18.341 18.260 13.426
F 13.642 20.320 12.724
C 17.295 19.080 13.159
C 23.180 23.569 11.281
N 16.889 14.889 9.942
H 17.605 13.704 8.392
H 25.849 22.963 11.473
H 22.194 23.355 10.903
F 17.528 18.329 15.616
C 17.405 19.903 12.062
H 24.364 22.639 14.128
O 16.234 14.829 15.017
H 25.949 21.269 7.517
F 20.695 11.066 18.071
C 24.830 16.122 14.362
C 20.764 22.522 19.092
H 21.946 16.644 16.665
H 17.579 16.099 19.899
H 13.803 12.724 16.737
H 19.938 21.729 20.838
C 19.636 11.528 14.721
C 18.345 13.073 10.391
H 28.016 15.830 17.232
N 27.324 18.769 15.793
H 12.941 22.939 9.715
H 23.628 20.305 11.903
C 25.123 22.467 12.119
C 24.414 14.416 19.449
C 17.578 13.846 9.479
H 15.462 19.311 10.261
F 17.571 20.444 16.519
F 20.452 22.218 12.849
H 17.359 14.604 13.232
H 16.591 23.769 17.426
C 27.975 17.616 16.072
H 25.225 18.864 18.411
H 17.556 21.833 19.824
H 20.385 15.139 16.008
H 23.347 15.597 12.864
H 14.217 23.808 8.833
H 19.964 16.839 19.684
C 19.651 19.208 11.715
H 26.793 20.303 14.524
C 15.639 23.036 11.353
H 19.146 23.446 16.374
H 12.169 14.615 15.796
H 19.481 11.087 15.691
C 17.497 14.385 12.162
C 14.761 21.369 10.008
F 23.667 19.549 19.622
H 28.720 17.293 15.323
C 24.064 13.507 21.659
H 22.206 21.051 11.074
F 18.878 21.664 14.539
O 20.610 20.666 9.588
C 19.320 23.098 17.382
C 25.947 16.232 19.028
F 18.464 18.645 17.700
B 19.992 22.461 14.194
H 18.692 20.601 10.411
H 17.991 14.271 16.003
H 11.547 13.700 17.197
H 21.000 12.979 11.450
C 26.314 16.219 20.444
N 13.526 14.561 17.347
H 17.057 16.265 8.434
C 16.847 15.166 11.266
B 12.607 19.930 11.912
C 21.766 10.221 15.064
H 17.022 22.313 16.563
H 13.278 16.527 18.177
C 18.871 12.308 13.950
F 20.320 15.373 11.415
H 16.256 16.085 11.456
C 19.989 21.646 7.456
C 26.560 17.260 17.994
C 22.216 22.329 19.422
F 23.016 19.596 21.883
C 24.965 15.355 18.555
C 27.569 19.570 14.584
C 25.597 15.378 21.248
C 16.176 14.783 17.869
F 21.147 22.370 15.091
H 21.187 17.232 12.533
C 20.834 21.511 8.687
H 24.158 13.947 22.658
C 23.245 23.996 12.791
N 24.843 22.017 20.001
F 27.104 22.450 17.354
C 15.316 15.842 18.196
C 19.726 15.433 16.809
C 24.598 23.300 13.298
N 20.930 11.183 14.321
H 24.812 22.819 9.324
C 22.590 22.328 20.750
C 14.307 13.505 17.176
H 23.597 21.480 9.349
H 26.191 19.509 7.996
F 20.139 14.724 9.206
H 17.913 12.702 14.244
C 18.469 22.181 19.351
H 19.005 22.107 7.732
C 18.196 15.848 19.027
H 20.608 19.191 11.141
C 19.237 12.644 12.674
H 22.052 16.757 18.475
H 21.989 9.411 14.405
H 15.603 16.764 18.597
F 16.221 18.751 17.284
H 22.458 11.653 13.034
C 25.583 20.417 8.136
H 25.317 23.996 13.671
H 24.630 12.540 21.689
F 20.925 13.130 18.952
O 25.948 16.739 14.472
H 22.692 10.734 15.336
H 24.851 16.250 12.175
C 24.485 21.864 9.807
H 25.236 22.229 17.906
H 22.774 21.619 12.754
B 22.818 19.020 20.626
H 22.834 22.369 17.355
F 22.728 11.752 19.068
H 16.272 22.081 18.137
C 26.278 21.703 20.205
C 14.795 16.836 14.885
F 21.404 16.626 9.847
H 27.584 18.890 13.745
N 18.253 22.699 18.129
F 11.515 19.417 12.600
H 23.384 25.054 12.830
```

Summary:
Net charge = +1
2S+1 = 1

***

# 2
Molecular formula: C3H12N3O
Method: DFT, ωB97M-V with the def2-TZVPD basis set

XYZ file:
```
19
Properties=species:S:1:pos:R:3
H -0.536 -2.997 1.051
N -2.524 -1.070 -0.494
H -0.543 0.056 0.907
O 0.376 0.123 1.209
N -0.826 -2.453 0.258
H 2.840 2.714 -0.515
H 0.111 2.119 0.546
H 2.406 0.397 -0.515
H -0.113 -1.810 -0.020
H -2.829 -2.617 0.827
H 1.428 3.108 -1.260
C -2.125 -2.052 0.213
N 2.132 2.371 -1.161
H 0.852 0.684 -1.349
H 2.585 2.235 -2.066
H -3.540 -1.026 -0.440
H 1.556 1.757 1.443
C 1.565 1.077 -0.625
C 0.870 1.338 0.700
```

Summary:
Net charge = +1
2S+1 = 1
ΔE to the lowest compared entry with this formula, charge and spin = 56.5 kcal/mol

***

# 3
Molecular formula: C12H22FN2O3P
Method: DFT, ωB97M-V with the def2-TZVPD basis set

XYZ file:
```
41
Properties=species:S:1:pos:R:3
H 4.624 -0.273 2.891
H 1.130 -0.726 3.369
H 0.661 2.203 1.154
C -0.943 -0.678 1.594
H 0.279 -2.311 0.848
H -2.032 1.723 1.042
H 1.316 -1.362 -1.386
H -1.355 1.929 -0.545
P -0.758 -0.716 -1.301
N 0.130 0.326 1.836
H -0.503 -2.813 -1.528
H -0.062 2.430 -5.220
H -1.172 1.111 -2.396
C 2.645 0.276 2.200
C 0.265 -3.118 3.906
H 3.339 -0.331 4.118
H 0.725 -3.551 4.758
C -0.516 -2.135 1.568
H -2.620 -0.404 0.184
H -1.390 -2.695 1.238
N 0.780 -0.523 -1.208
C -1.897 1.353 -5.237
O -1.468 0.169 -2.367
C -1.139 2.665 -5.006
H 3.383 -1.581 2.907
C 1.231 0.189 2.803
C -0.030 1.376 1.130
H -1.718 0.877 -6.214
C -1.277 1.323 0.349
C 3.588 -0.526 3.076
C -0.127 -2.684 2.863
O -1.382 3.132 -3.748
C -1.557 -0.200 0.266
H 2.979 1.314 2.235
H -1.524 0.692 -4.461
O -1.243 -2.204 -1.633
H -2.976 1.491 -5.132
H -1.402 3.352 -5.850
F 2.666 -0.185 0.913
H 1.130 1.010 3.507
H -1.673 -0.505 2.387
```

Summary:
Net charge = 0
2S+1 = 1

***

# 4
Molecular formula: CH6NOS
Method: DFT, ωB97M-V with the def2-TZVPD basis set

XYZ file:
```
10
Properties=species:S:1:pos:R:3
S -0.129 -1.060 -0.349
H 0.568 0.510 1.998
C -0.163 -0.242 -1.704
O -1.465 -0.845 0.446
H 1.622 0.432 0.779
N 0.684 0.568 1.065
H -1.044 0.183 -2.117
H 0.504 1.568 0.729
H -1.360 -1.007 1.403
H 0.783 -0.108 -2.250
```

Summary:
Net charge = +1
2S+1 = 1
ΔE to the lowest compared entry with this formula, charge and spin = 51.8 kcal/mol

***

# 5
Molecular formula: C4H7NO2
Method: DFT, ωB97M-V with the def2-TZVPD basis set

XYZ file:
```
14
Properties=species:S:1:pos:R:3
C 0.615 -1.460 1.612
H 0.912 1.810 -2.317
O 1.246 -0.245 1.277
H 1.340 -2.133 2.067
O 0.141 -2.009 0.416
H -0.207 -1.252 2.309
C 0.647 0.223 0.152
H 0.023 -1.114 -1.433
H -1.289 -0.683 -0.310
H -0.103 2.846 -1.326
C 0.212 1.812 -1.475
C -0.217 -0.907 -0.388
N 0.889 1.375 -0.276
H -0.672 1.222 -1.761
```

Summary:
Net charge = 0
2S+1 = 1
SMILES string = C/N=C1\COCO1
ΔE to the lowest compared entry with this formula, charge and spin = 41.0 kcal/mol

***

# 6
Molecular formula: C4H5F2N
Method: DFT, ωB97M-V with the def2-TZVPD basis set

XYZ file:
```
12
Properties=species:S:1:pos:R:3
H -1.039 1.443 0.159
H -0.479 -1.477 -1.666
C 0.630 -0.214 -0.262
F -0.855 0.448 -1.895
C -0.660 0.691 0.822
C -0.862 0.464 2.077
C -0.013 -0.443 -1.630
H -1.562 1.080 2.495
F 1.100 -0.376 -2.538
N 1.774 -0.449 0.170
H -0.482 -0.364 2.737
H 2.447 -0.802 -0.468
```

Summary:
Net charge = 0
2S+1 = 1
ΔE to the lowest compared entry with this formula, charge and spin = 59.0 kcal/mol

***

# 7
Molecular formula: C2H5N3O
Method: DFT, ωB97M-V with the def2-TZVPD basis set

XYZ file:
```
11
Properties=species:S:1:pos:R:3
H -0.779 -1.322 -1.193
C -0.415 -1.513 -0.179
H -1.735 1.687 0.570
C 1.049 -0.086 0.272
N 1.723 0.954 0.335
H 2.650 0.898 -0.065
N -1.280 1.168 -0.178
H -0.524 1.763 -0.522
H -0.968 -2.265 0.385
N 0.917 -1.367 0.095
O -0.638 0.082 0.481
```

Summary:
Net charge = 0
2S+1 = 1
ΔE to the lowest compared entry with this formula, charge and spin = 123.7 kcal/mol

***

# 8
Molecular formula: C2H5N3O4
Method: DFT, ωB97M-V with the def2-TZVPD basis set

XYZ file:
```
14
Properties=species:S:1:pos:R:3
H -1.422 -0.062 -1.094
O 0.875 1.378 2.381
N -0.135 -0.201 1.308
H 0.390 1.122 -0.696
C -0.922 0.206 -2.020
N 0.430 0.902 1.396
N -0.084 -1.099 2.450
H 0.901 -0.200 -3.040
C 0.208 -0.399 -2.170
H -1.163 0.854 -2.911
O 1.014 -1.241 2.979
O -1.084 -1.708 2.698
H 0.519 -1.206 -1.540
O 0.473 1.656 0.260
```

Summary:
Net charge = 0
2S+1 = 1
ΔE to the lowest compared entry with this formula, charge and spin = 170.7 kcal/mol

***

| no. | orbital gap (eV) | LUMO level (eV) |
| --- | --- | --- |
| 1 | 5.28 | -3.60 |
| 2 | 8.22 | -3.96 |
| 3 | 3.51 | -1.45 |
| 4 | 9.26 | -5.58 |
| 5 | 10.56 | 0.85 |
| 6 | 10.42 | 0.91 |
| 7 | 9.85 | 0.95 |
| 8 | 10.63 | -0.56 |